No. 1
Molecular formula: C45H72F3NO31V2
Method: DFT, wB97M-V/def2-TZVPD

largest force on an atom: 3.96 eV/A
Kohn-Sham gap: 5.808 eV
ΔE to the lowest compared entry with this formula, charge and spin: 0.0 kcal/mol
HOMO: -9.047 eV
total energy: -6332.650923 hartree

Geometry as ORCA input:
```
! RIJCOSX wB97M-V def2-TZVPD def2/J DEFGRID3
* xyz 0 1
O -1.440 0.203 -5.089
V -0.574 -0.513 -3.927
O 0.751 0.441 -3.700
O -4.445 -2.014 -0.344
V -4.097 -1.782 -1.918
O -4.866 -0.591 -2.488
C 0.520 -2.991 -5.073
O -0.045 -3.902 -6.010
O -0.525 -2.606 -4.309
C 1.699 -3.726 -4.411
F 2.128 -3.093 -3.278
F 1.474 -5.043 -4.166
F 2.779 -3.726 -5.287
C 0.412 -3.741 -7.322
C -0.496 -4.587 -8.219
H -0.382 -5.575 -7.773
H -1.504 -4.173 -8.231
H -0.226 -4.587 -9.275
H 1.450 -4.054 -7.477
H 0.373 -2.712 -7.712
H 1.008 -2.206 -5.668
C -2.449 1.219 0.238
C -1.413 1.146 -0.901
C -0.047 1.663 -0.364
C 0.609 0.739 0.667
C 0.800 -0.591 -0.029
C -0.491 -1.260 -0.579
N -1.204 -0.242 -1.340
O -2.138 -0.762 -2.251
C -1.262 -1.851 0.597
C 0.069 -2.412 -1.413
C -1.787 2.204 -1.957
H -3.319 0.629 -0.073
H -2.731 2.258 0.392
H -2.140 0.753 1.173
H -0.303 2.590 0.150
H 0.642 1.796 -1.198
H 0.054 0.685 1.603
H 1.620 1.128 0.796
H 1.489 -1.275 0.463
H 1.260 -0.291 -0.984
H -1.406 -1.128 1.408
H -0.951 -2.803 1.017
H -2.310 -1.976 0.283
H 0.754 -2.962 -0.779
H 0.600 -1.952 -2.246
H -0.690 -3.082 -1.811
H -2.838 2.492 -1.903
H -1.635 1.817 -2.968
H -1.175 3.096 -1.857
C -2.732 -5.241 0.525
C -3.439 -4.983 1.842
C -4.109 -6.159 2.584
O -3.634 -5.987 3.929
C -2.503 -5.263 3.916
O -1.737 -5.225 4.829
O -2.370 -4.597 2.748
H -2.126 -4.396 0.193
H -3.453 -5.235 -0.302
H -2.067 -6.100 0.592
H -4.178 -4.176 1.766
H -3.680 -7.061 2.128
H -5.186 -6.267 2.566
C 3.952 3.509 -6.406
C 4.597 2.962 -5.152
C 4.818 4.097 -4.086
O 4.420 3.467 -2.888
C 3.577 2.437 -3.147
O 2.959 1.842 -2.357
O 3.561 2.195 -4.462
H 2.919 3.794 -6.195
H 3.833 2.775 -7.202
H 4.427 4.436 -6.730
H 5.444 2.281 -5.213
H 4.226 4.972 -4.335
H 5.903 4.160 -4.196
C -3.631 6.836 -0.773
C -4.709 6.008 -0.064
C -4.309 4.909 0.886
O -5.059 5.205 2.071
C -5.723 6.390 1.909
O -6.284 6.944 2.753
O -5.461 6.951 0.714
H -3.956 7.338 -1.676
H -2.933 6.053 -1.114
H -3.087 7.461 -0.068
H -5.278 5.587 -0.902
H -3.234 4.894 1.080
H -4.617 3.952 0.468
C 2.744 5.839 2.539
C 1.246 5.976 2.534
C 0.650 5.593 1.144
O -0.471 4.757 1.481
C -0.336 4.290 2.739
O -1.079 3.513 3.209
O 0.684 4.909 3.342
H 3.133 4.840 2.366
H 3.216 6.290 3.411
H 3.130 6.452 1.713
H 0.785 6.938 2.754
H 1.238 4.919 0.513
H 0.326 6.502 0.640
C 4.474 -3.699 2.586
C 3.205 -3.796 1.792
C 3.303 -4.078 0.314
O 2.123 -4.829 0.055
C 1.711 -5.411 1.219
O 0.920 -6.282 1.285
O 2.333 -4.849 2.265
H 5.053 -4.606 2.391
H 4.283 -3.609 3.650
H 5.097 -2.844 2.329
H 2.565 -2.925 1.984
H 4.159 -4.739 0.114
H 3.533 -3.221 -0.316
C 4.609 -0.091 0.325
C 5.651 0.963 -0.109
C 5.029 2.347 0.085
O 5.518 2.697 1.391
C 6.521 1.851 1.788
O 7.056 1.922 2.825
O 6.650 0.846 0.915
H 3.776 0.317 0.902
H 4.997 -0.985 0.806
H 3.982 -0.522 -0.476
H 6.038 0.596 -1.058
H 3.952 2.212 0.132
H 5.229 3.029 -0.742
C -0.338 -0.859 5.210
C 1.120 -0.720 5.625
C 1.836 -2.106 5.644
O 2.896 -1.938 4.730
C 2.922 -0.722 4.183
O 3.757 -0.250 3.519
O 1.905 0.011 4.705
H -0.920 0.024 5.461
H -0.751 -1.595 5.909
H -0.452 -1.297 4.225
H 1.062 -0.309 6.634
H 1.130 -2.847 5.262
H 2.112 -2.496 6.620
C -5.418 1.112 2.576
C -5.222 -0.302 2.056
C -4.440 -1.311 2.909
O -5.367 -2.368 3.181
C -6.524 -2.139 2.510
O -7.374 -2.943 2.308
O -6.552 -0.902 1.998
H -4.485 1.570 2.904
H -6.109 1.170 3.416
H -5.890 1.574 1.709
H -4.953 -0.315 1.007
H -4.109 -0.804 3.814
H -3.614 -1.768 2.366
*
```

Atomic partial charges in e from the Löwdin method, atoms 1 to 99: -0.33 0.99 -0.33 -0.33 1.12 -0.25 -0.44 -0.07 -0.19 -0.46 0.11 0.14 0.09 -0.29 -0.07 0.08 0.07 0.07 0.12 0.12 0.15 0.00 -0.45 -0.12 -0.15 -0.13 -0.48 -0.11 -0.28 -0.02 -0.03 0.00 0.07 0.08 0.07 0.10 0.11 0.11 0.10 0.11 0.11 0.07 0.09 0.04 0.08 0.05 0.09 0.09 0.06 0.09 -0.01 -0.29 -0.06 0.07 -0.57 0.15 0.06 0.05 0.08 0.10 0.13 0.13 0.14 -0.03 -0.26 -0.09 0.04 -0.58 0.17 0.07 0.10 0.09 0.09 0.16 0.13 0.14 -0.02 -0.32 -0.09 0.07 -0.59 0.20 0.09 0.08 0.08 0.09 0.15 0.12 0.12 -0.02 -0.27 -0.08 0.01 -0.60 0.17 0.09 0.09 0.09 0.09

=====

No. 2
Molecular formula: C45H73BN3O11
Method: DFT, wB97M-V/def2-TZVPD

largest force on an atom: 3.53 eV/A
Kohn-Sham gap (alpha / beta): 7.360 / 8.073 eV
<S²>: 3.763
HOMO (alpha / beta): -8.441 / -9.154 eV
total energy: -2775.019761 hartree

Geometry as ORCA input:
```
! RIJCOSX wB97M-V def2-TZVPD def2/J DEFGRID3
* xyz 0 4
C -0.561 -1.654 -2.085
C -0.789 -0.230 -2.729
O -0.671 -0.131 -3.914
O -1.157 0.803 -1.875
C -0.105 1.107 -0.911
C 0.456 2.516 -1.311
C 0.518 3.557 -0.446
C 1.045 4.951 -0.929
O 1.572 5.660 -0.102
C 0.857 5.278 -2.422
C 0.785 4.144 -3.368
C 0.574 4.292 -4.786
C 0.438 5.636 -5.318
C 0.537 6.817 -4.439
B 0.418 8.234 -5.161
O -0.009 9.437 -4.571
O 0.740 8.270 -6.549
C 0.744 6.624 -2.988
C 0.832 7.825 -2.008
C 2.305 8.368 -1.768
C 3.450 7.337 -2.077
C 3.889 7.267 -3.591
O 5.355 7.170 -3.599
C 5.742 5.857 -3.744
O 6.565 5.326 -3.056
C 0.957 2.713 -2.758
O 1.497 1.877 -3.440
H -1.374 -2.306 -2.500
H 0.460 -2.057 -2.282
H -0.675 -1.538 -0.979
H -0.539 1.165 0.117
H 0.751 0.390 -0.958
H 0.199 3.457 0.622
H 0.508 3.405 -5.457
H 0.257 5.744 -6.414
H -0.848 9.288 -4.101
H -0.079 8.353 -7.067
H 0.400 7.486 -1.027
H 0.209 8.706 -2.310
H 2.380 8.603 -0.670
H 2.520 9.329 -2.303
H 3.244 6.296 -1.738
H 4.353 7.677 -1.495
H 3.531 6.280 -4.005
H 3.566 8.133 -4.213
H 5.305 5.222 -4.571
C -2.365 0.238 5.231
C -2.663 0.479 3.723
C -4.073 1.063 3.475
C -5.223 0.063 3.453
C -4.882 -1.138 2.577
C -3.554 -1.783 2.993
N -2.424 -0.801 2.996
O -2.136 -0.508 1.737
C -3.762 -2.424 4.384
C -3.255 -2.987 2.085
C -1.682 1.614 3.353
H -2.309 -0.812 5.509
H -1.383 0.627 5.512
H -3.113 0.716 5.868
H -4.079 1.568 2.502
H -4.288 1.841 4.213
H -5.477 -0.249 4.469
H -6.120 0.551 3.059
H -5.692 -1.870 2.639
H -4.842 -0.822 1.529
H -2.847 -2.904 4.740
H -4.536 -3.194 4.338
H -4.098 -1.723 5.146
H -3.201 -2.713 1.030
H -4.038 -3.741 2.174
H -2.308 -3.457 2.363
H -0.642 1.283 3.407
H -1.801 2.446 4.049
H -1.862 2.014 2.352
C 1.358 -3.512 8.245
C -0.151 -3.148 8.341
C -0.667 -3.114 9.798
C -1.043 -4.457 10.414
C -1.915 -5.266 9.461
C -1.261 -5.417 8.082
N -0.911 -4.094 7.474
O -2.039 -3.502 7.113
C -0.017 -6.321 8.253
C -2.176 -6.239 7.159
C -0.184 -1.680 7.863
H 1.550 -4.491 7.814
H 1.892 -2.833 7.576
H 1.843 -3.473 9.222
H -1.568 -2.489 9.838
H 0.064 -2.616 10.440
H -0.143 -5.012 10.694
H -1.590 -4.287 11.346
H -2.108 -6.250 9.896
H -2.894 -4.782 9.368
H 0.497 -6.470 7.299
H -0.312 -7.306 8.622
H 0.704 -5.945 8.976
H -3.161 -5.787 7.035
H -2.337 -7.238 7.566
H -1.726 -6.352 6.168
H 0.081 -1.593 6.806
H 0.535 -1.089 8.434
H -1.160 -1.212 8.009
C 2.738 -1.970 -5.583
C 1.897 -1.621 -6.843
C 0.460 -2.187 -6.779
C 0.289 -3.648 -7.180
C 1.017 -3.940 -8.489
C 2.492 -3.518 -8.423
N 2.653 -2.079 -8.046
O 2.265 -1.344 -9.078
C 3.201 -4.460 -7.421
C 3.184 -3.834 -9.759
C 1.736 -0.086 -6.735
H 3.539 -2.681 -5.770
H 3.263 -1.093 -5.197
H 2.113 -2.370 -4.782
H -0.180 -1.603 -7.451
H 0.047 -2.038 -5.778
H 0.637 -4.307 -6.380
H -0.776 -3.867 -7.305
H 0.939 -5.008 -8.714
H 0.508 -3.423 -9.310
H 4.262 -4.212 -7.328
H 3.136 -5.496 -7.763
H 2.760 -4.457 -6.426
H 2.710 -3.331 -10.604
H 3.149 -4.903 -9.969
H 4.235 -3.535 -9.732
H 2.691 0.430 -6.855
H 1.340 0.178 -5.752
H 1.036 0.318 -7.469
*
```

Atomic partial charges in e from the Löwdin method, atoms 1 to 99: 0.02 -0.49 0.11 -0.02 -0.09 -0.08 0.08 -0.30 0.09 -0.02 -0.04 0.02 0.01 -0.02 -0.55 0.12 0.10 -0.09 -0.13 -0.15 -0.15 -0.15 -0.06 -0.35 0.09 -0.26 0.12 0.10 0.09 0.07 0.12 0.14 0.13 0.12 0.12 0.11 0.11 0.11 0.10 0.11 0.12 0.10 0.13 0.11 0.13 0.16 -0.03 -0.46 -0.14 -0.18 -0.14 -0.48 -0.05 -0.03 -0.05 -0.04 -0.06 0.05 0.08 0.09 0.12 0.12 0.11 0.11 0.12 0.12 0.08 0.09 0.07 0.07 0.09 0.09 0.09 0.09 0.07 -0.03 -0.46 -0.14 -0.18 -0.14 -0.49 -0.05 -0.03 -0.05 -0.04 -0.06 0.06 0.08 0.09 0.12 0.12 0.11 0.11 0.12 0.13 0.09 0.09 0.06 0.08